# 1
{
  "formula": "C6H9NO",
  "method": "ωB97M-V/def2-TZVPD",
  "elements": ["C", "C", "C", "C", "C", "C", "H", "H", "H", "H", "H", "H", "H", "H", "H", "N", "O"],
  "xyz": [[-0.42704, -0.74421, 0.31974], [0.51942, 0.17165, 1.01309], [-0.95952, 0.47322, -0.26976], [0.06189, 1.01273, -1.09596], [1.12101, -0.02095, -1.45824], [1.24466, 0.64385, -0.15542], [-1.37954, -0.82515, 1.88796], [-1.81572, -2.18149, 1.12882], [-0.12657, -1.70150, -0.27120], [0.78453, -0.00798, 2.01447], [-1.99813, 0.72669, -0.54795], [-0.07755, 2.15539, -1.34297], [2.14810, 0.29169, -2.08282], [0.82709, -1.09243, -1.62407], [1.88635, 1.56559, 0.05193], [-1.08676, -1.53362, 1.40066], [-0.72222, 1.06653, 1.03173]],
  "nbo_charge": [-0.0657, 0.0359, -0.0020, -0.2375, -0.4069, -0.2596, 0.3464, 0.3573, 0.1839, 0.2278, 0.2086, 0.2458, 0.2384, 0.2452, 0.2331, -0.8135, -0.5373],
  "lumo_energy_ev": 1.09,
  "orbital_gap_ev": 10.4
}


# 2
{
  "formula": "C6H9NO",
  "method": "ωB97M-V/def2-TZVPD",
  "elements": ["C", "C", "C", "C", "C", "O", "N", "C", "H", "H", "H", "H", "H", "H", "H", "H", "H"],
  "xyz": [[-2.26570, 0.24169, -0.07711], [-0.77528, 0.37859, 0.01283], [0.22839, -0.52243, 0.10271], [0.30382, -1.99962, 0.36029], [1.31754, 0.52669, 0.02959], [2.32067, 0.56873, -0.92402], [1.23251, 1.58629, 0.93029], [0.05368, 1.63269, -0.00675], [-2.77855, 1.10254, 0.35764], [-2.57087, 0.14039, -1.12382], [-2.60957, -0.67079, 0.41821], [1.19182, -2.28174, 0.93268], [-0.58044, -2.33888, 0.90750], [0.28372, -2.56303, -0.57875], [2.61254, -0.33627, -1.11911], [1.90499, 2.31240, 0.69232], [0.13072, 2.22274, -0.91449]],
  "nbo_charge": [-0.6587, 0.0778, -0.0848, -0.6551, 0.4269, -0.6926, -0.5843, -0.2274, 0.2275, 0.2278, 0.2192, 0.2214, 0.2246, 0.2188, 0.4874, 0.3779, 0.1935],
  "lumo_energy_ev": 0.71,
  "orbital_gap_ev": 7.7
}


# 3
{
  "formula": "C6H9NO",
  "method": "ωB97M-V/def2-TZVPD",
  "elements": ["C", "C", "C", "C", "C", "C", "H", "H", "H", "H", "H", "H", "H", "H", "H", "N", "O"],
  "xyz": [[-1.12268, 0.46949, -0.05962], [0.03269, 0.09313, 0.89528], [0.89856, 1.24475, 0.79910], [1.04405, 1.46810, -0.56025], [0.34963, 0.14380, -1.12616], [0.59764, -0.86268, 0.01147], [-2.74170, -0.36402, -1.09177], [-2.14057, -1.56072, 0.49937], [-1.70972, 1.39902, -0.53897], [-0.13398, -0.36999, 1.93788], [1.32084, 1.56185, 1.85532], [1.91348, 1.93356, -1.04381], [0.22987, -0.00226, -2.18043], [-0.20743, -1.72916, -0.00431], [2.05242, -1.76668, 0.77804], [-2.31444, -0.35947, 0.02373], [1.93133, -1.29871, -0.19487]],
  "nbo_charge": [0.0039, -0.3570, -0.1814, -0.2299, -0.2659, 0.0914, 0.3747, 0.3449, 0.2460, 0.2019, 0.2349, 0.2295, 0.2171, 0.1498, 0.4521, -0.8411, -0.6708],
  "lumo_energy_ev": 0.64,
  "orbital_gap_ev": 8.7
}


# 4
{
  "formula": "C6H9NO",
  "method": "ωB97M-V/def2-TZVPD",
  "elements": ["C", "C", "C", "O", "C", "C", "N", "C", "H", "H", "H", "H", "H", "H", "H", "H", "H"],
  "xyz": [[1.75732, -0.18817, -1.23092], [0.20952, -0.19826, -1.16425], [-1.04936, 0.83791, -0.81245], [-2.34981, 0.27624, -0.88482], [-1.50663, -0.22178, 0.08827], [-0.98160, 0.21978, 1.53984], [0.58377, -0.36576, 1.31095], [1.13188, -0.00651, 0.07264], [2.13229, -1.04766, -1.61648], [2.39689, 0.63932, -1.52791], [-0.14126, -1.30436, -1.40747], [-0.92563, 1.93979, -0.50700], [-1.07666, -1.22069, -0.17254], [-1.40521, -0.26442, 2.37515], [-0.72382, 1.24663, 1.85979], [0.85150, -1.27033, 1.64126], [1.09681, 0.92828, 0.43590]],
  "nbo_charge": [-0.3823, -0.2431, 0.0485, -0.4518, 0.0278, -0.2212, -0.6540, -0.1491, 0.2135, 0.2193, 0.2076, 0.2162, 0.2007, 0.2003, 0.2091, 0.3630, 0.1956],
  "lumo_energy_ev": 1.09,
  "orbital_gap_ev": 8.7
}


# 5
{
  "formula": "C6H9NO",
  "method": "ωB97M-V/def2-TZVPD",
  "elements": ["C", "C", "C", "C", "O", "N", "C", "C", "H", "H", "H", "H", "H", "H", "H", "H", "H"],
  "xyz": [[-0.59019, -1.45266, -1.04265], [1.47475, 0.40230, 1.43908], [0.21946, 0.98874, -1.35712], [0.07107, -0.22593, -0.47739], [-0.32756, -2.57846, -0.63984], [1.08743, -0.52493, 0.39443], [-1.53674, -0.16582, 0.19891], [-2.45756, 0.14517, 0.91148], [1.03853, -1.50750, 0.67092], [-1.19189, -1.25699, -1.94781], [2.32069, -0.02028, 1.97762], [1.79400, 1.34476, 0.99112], [0.65919, 0.60403, 2.14586], [0.25470, 1.89595, -0.75676], [1.14229, 0.90252, -1.93125], [-0.62725, 1.06896, -2.03687], [-3.33094, 0.38015, 1.46026]],
  "nbo_charge": [0.3864, -0.4078, -0.6250, 0.1246, -0.5842, -0.6052, -0.1244, -0.2300, 0.4072, 0.1456, 0.2111, 0.1941, 0.1864, 0.2263, 0.2301, 0.2284, 0.2366],
  "lumo_energy_ev": 0.84,
  "orbital_gap_ev": 10.2
}


# 6
{
  "formula": "C6H9NO",
  "method": "ωB97M-V/def2-TZVPD",
  "elements": ["C", "C", "C", "C", "C", "C", "O", "N", "H", "H", "H", "H", "H", "H", "H", "H", "H"],
  "xyz": [[-1.02244, 0.61198, -0.16558], [-0.12858, 1.32665, 0.80601], [-0.28326, -0.78672, 0.06704], [1.27075, -0.15753, 0.07189], [-0.61020, -1.81628, -0.83860], [1.98122, 0.19413, -1.01370], [-2.38718, 0.75019, 0.03502], [-0.33552, 1.61210, 1.98269], [-2.56786, 0.65373, 0.98044], [-0.80535, 0.90481, -1.19090], [0.40664, 2.02599, 2.54070], [-0.46992, -1.08265, 1.10090], [1.81560, -0.44461, 0.96604], [-0.46478, -1.69268, -1.90405], [-0.97577, -2.77090, -0.48987], [1.51264, 0.49929, -1.94302], [3.06401, 0.17250, -1.00501]],
  "nbo_charge": [0.0200, 0.3535, -0.3331, -0.2043, -0.2754, -0.4111, -0.6839, -0.6955, 0.4777, 0.1972, 0.3785, 0.2159, 0.2081, 0.1749, 0.1866, 0.1861, 0.2049],
  "lumo_energy_ev": [-0.05, -0.02],
  "orbital_gap_ev": [8.0, 7.1]
}


# 7
{
  "formula": "C6H9NO",
  "method": "ωB97M-V/def2-TZVPD",
  "elements": ["C", "C", "N", "C", "C", "C", "C", "O", "H", "H", "H", "H", "H", "H", "H", "H", "H"],
  "xyz": [[1.71534, 0.57109, 0.54595], [0.39304, 0.26290, 0.52672], [-0.34150, 0.17533, 1.73691], [-0.51378, 0.50547, -0.71628], [-0.56353, 1.67553, -1.37832], [-0.86232, -0.79424, -1.15916], [-0.14010, -1.77077, -0.46130], [-0.39723, -2.34391, 0.74539], [2.20935, 0.89541, 1.45060], [2.27288, 0.65290, -0.37093], [-1.27657, 0.55574, 1.69520], [0.16786, 0.46720, 2.56019], [-0.86355, 1.71490, -2.41448], [-0.30734, 2.59799, -0.88050], [-1.16157, -0.94717, -2.18784], [0.22219, -2.58518, -1.09310], [-0.55318, -1.63318, 1.40096]],
  "nbo_charge": [-0.4714, 0.1419, -0.8572, -0.0602, -0.4500, -0.3569, 0.2412, -0.6631, 0.1959, 0.2140, 0.3923, 0.3861, 0.2013, 0.2026, 0.2133, 0.1716, 0.4985],
  "lumo_energy_ev": [0.19, 0.19],
  "orbital_gap_ev": [7.5, 7.5]
}


# 8
{
  "formula": "C6H9NO",
  "method": "ωB97M-V/def2-TZVPD",
  "elements": ["H", "N", "C", "O", "C", "C", "C", "C", "C", "H", "H", "H", "H", "H", "H", "H", "H"],
  "xyz": [[-1.40830, 0.63828, -2.25712], [-0.93736, 0.14069, -1.50499], [-1.52138, 0.07219, -0.35369], [-2.72709, 0.60211, -0.07809], [-0.49153, -0.22366, 0.62460], [-0.59212, -0.23436, 1.95373], [0.74884, 0.05700, -0.30734], [1.49206, 1.17147, -0.04784], [1.36586, -1.15597, -0.94356], [-2.81459, 0.76407, 0.86989], [0.28127, -0.42580, 2.55868], [-1.54644, -0.19004, 2.46308], [1.06266, 2.01879, 0.46501], [2.56902, 1.15269, -0.10616], [1.69528, -1.86699, -0.18616], [0.61682, -1.63628, -1.57108], [2.20700, -0.88421, -1.57895]],
  "nbo_charge": [0.3691, -0.6436, 0.5336, -0.6569, -0.1076, -0.3602, 0.0933, -0.5284, -0.6448, 0.4890, 0.2213, 0.1903, 0.1880, 0.2035, 0.2099, 0.2265, 0.2170],
  "lumo_energy_ev": 0.36,
  "orbital_gap_ev": 8.2
}


Energy relative to the best compared isomer or geometry (same formula, charge and spin) for the records above, in order: 129.8, 94.3, 172.6, 216.4, 84.1, 137.0, 99.3, 77.2 kcal per mole
M for the records above, in order: 111.144, 111.144, 111.144, 111.144, 111.144, 111.144, 111.144, 111.144 g/mol